The following is a quantum chemistry calculation of a 12-piece molecular cluster, C24H72O24 overall, from OMol25.

Summary:
SMILES: OCCO.OCCO.OCCO.OCCO.OCCO.OCCO.OCCO.OCCO.OCCO.OCCO.OCCO.OCCO
E_LUMO, eV: 0.50
Charge: 0
HOMO-LUMO gap, eV: 10.40
E_HOMO, eV: -9.9

Element x y z (Å)
C 0.2125 -0.8045 -4.6938
C -0.2295 -0.1706 -5.9698
O -1.6186 -0.5942 -6.2463
O 0.0192 0.0186 -3.5401
H 1.2410 -1.1348 -4.6351
H -0.4039 -1.6994 -4.5227
H 0.4835 -0.5598 -6.7448
H -0.1770 0.9320 -5.9792
H -2.1868 0.1612 -6.4036
H -0.4341 -0.5720 -2.9223
C 3.8448 2.7871 1.9158
C 2.7143 3.4518 2.6492
O 1.5362 2.9643 2.0703
O 3.9654 3.3278 0.5935
H 3.6310 1.7311 1.8832
H 4.7992 3.0178 2.3859
H 2.7852 4.5376 2.4055
H 2.7446 3.2439 3.7065
H 0.8121 2.8196 2.6884
H 4.3721 2.7421 -0.0037
C -3.6739 -3.0610 -3.4476
C -2.2077 -3.2679 -3.0933
O -1.7226 -2.0645 -2.3978
O -3.7667 -1.9674 -4.4529
H -4.1125 -2.7285 -2.4359
H -4.1094 -4.0007 -3.7766
H -1.5614 -3.3103 -3.9683
H -2.0607 -4.1019 -2.4071
H -2.2523 -1.8663 -1.5983
H -2.8805 -1.7130 -4.7608
C -0.0694 -5.2423 -0.1530
C 0.3022 -4.3838 1.0095
O -0.8776 -3.9078 1.5559
O -0.7565 -6.4388 0.1947
H 0.6957 -5.5911 -0.8608
H -0.6916 -4.5738 -0.8683
H 0.8459 -3.6048 0.4852
H 0.9743 -4.8780 1.7223
H -0.6148 -3.3513 2.3114
H -1.3668 -6.2059 0.9246
C -2.4204 2.8263 4.7179
C -1.5335 2.9320 3.5000
O -0.6587 1.7710 3.6311
O -3.0675 1.5629 4.6607
H -3.0552 3.6935 4.9089
H -1.7212 2.7080 5.5958
H -1.0701 3.9040 3.3671
H -2.1933 2.8271 2.5892
H -0.6073 1.3301 2.7804
H -3.1248 1.3435 5.5813
C 0.4292 -0.8831 5.3042
C 0.2218 -2.2204 4.5191
O -0.3264 -1.9801 3.1967
O -0.8375 -0.1788 5.4915
H 1.0897 -0.3014 4.6869
H 0.8946 -1.1644 6.2381
H -0.5404 -2.7676 5.1296
H 1.1314 -2.7945 4.3482
H -1.1744 -1.5297 3.1673
H -0.7586 0.5749 4.9141
C -0.3555 4.2081 -2.1154
C 0.8176 3.6203 -1.3343
O 1.7173 4.5956 -0.9133
O -1.1711 5.0879 -1.2029
H -1.0690 3.4482 -2.3251
H -0.0560 4.7263 -2.9895
H 1.3148 2.8880 -2.0200
H 0.3547 2.9643 -0.5450
H 2.3576 4.2728 -0.2659
H -0.4969 5.6538 -0.8174
C -3.5428 2.3820 -0.9315
C -3.0731 1.2049 -1.6774
O -2.0407 1.5424 -2.5320
O -2.6462 2.8552 0.0934
H -4.6010 2.1432 -0.5749
H -3.7234 3.2222 -1.6433
H -3.9033 0.8484 -2.2807
H -2.8673 0.4371 -0.9300
H -1.4887 0.7558 -2.7504
H -2.3732 3.7651 -0.1600
C 3.8060 0.4635 -3.4850
C 4.0344 1.6714 -2.6287
O 4.0077 1.3268 -1.1860
O 4.7750 -0.5319 -3.1941
H 3.8525 0.7400 -4.5431
H 2.8296 0.0938 -3.3186
H 3.1496 2.2145 -2.9695
H 4.9302 2.3096 -2.7448
H 3.1046 1.0169 -0.9264
H 5.1918 -0.3971 -2.2936
C -4.1877 -1.8136 1.5629
C -3.9572 -0.5265 2.2574
O -2.8373 -0.6923 3.1330
O -3.1638 -2.2111 0.7324
H -5.0788 -1.6402 0.9653
H -4.4515 -2.6277 2.2331
H -4.8465 -0.1753 2.8544
H -3.8499 0.2661 1.5626
H -2.8095 0.1468 3.6160
H -2.5626 -2.8856 1.0982
C -0.5013 -0.2777 0.4158
C 0.9231 -0.6606 0.5916
O 1.6658 0.4217 0.0492
O -0.6632 0.9767 1.0957
H -1.2619 -0.9048 0.8293
H -0.8468 -0.0969 -0.5864
H 1.2472 -1.5309 0.1229
H 1.1319 -0.7498 1.6454
H 1.2244 1.2434 0.3413
H -1.3164 1.5293 0.6065
C 4.8039 -1.6653 0.5946
C 4.1727 -2.7440 -0.2180
O 3.2159 -2.1439 -1.1382
O 5.4880 -0.7475 -0.2702
H 5.3882 -2.1606 1.3664
H 3.9854 -1.1299 1.0394
H 3.5988 -3.4111 0.3889
H 4.9975 -3.2477 -0.6943
H 3.7651 -1.7531 -1.7985
H 5.0094 0.0899 -0.1387


The following is a quantum chemistry calculation of a 2-piece molecular cluster, C3H10S overall, from OMol25.

Summary:
SMILES: CSC.C
E_LUMO, eV: 0.87
Charge: 0
HOMO-LUMO gap, eV: 9.38
E_HOMO, eV: -8.5

Element x y z (Å)
C 0.2317 1.8097 -2.7829
H 1.2522 2.1229 -2.4833
H -0.0907 2.6472 -3.4143
H -0.4391 1.8457 -1.9279
H 0.5083 0.9740 -3.4113
C -1.4609 -0.5499 1.9583
S -0.1941 -1.7326 2.5074
C 1.1362 -1.5456 1.2551
H -1.5972 -0.6392 0.8899
H -1.2839 0.5031 2.2251
H -2.3717 -0.8656 2.4667
H 0.8258 -2.1430 0.3749
H 1.3249 -0.5305 0.8794
H 2.1586 -1.8962 1.4628


The following is a quantum chemistry calculation of C4H2N2O in the gas phase, from OMol25.

Summary:
SMILES: N#CC#CC(N)=O
E_LUMO, eV: -0.68
Charge: 0
HOMO-LUMO gap, eV: 9.58
E_HOMO, eV: -10.3

Element x y z (Å)
N 1.4642 -0.0742 0.3194
C 0.3817 0.5466 0.8619
O 0.4158 1.3217 1.7956
C -0.9224 0.2972 0.2563
C -2.0300 0.2346 -0.2791
C -2.0574 -0.6242 -1.4864
N -1.0478 -1.1550 -1.7150
H 1.4283 -0.7275 -0.4503
H 2.3676 0.1807 0.6975


The following is a quantum chemistry calculation of an isolated ion of composition C10H16N and charge +1, from OMol25.

Summary:
E_LUMO (spin up / spin down), eV: -4.20 / -5.55
Charge: +1
HOMO-LUMO gap (spin up / spin down), eV: 8.46 / 5.94
E_HOMO (spin up / spin down), eV: -12.7 / -11.5

Element x y z (Å)
C 0.6689 0.8730 0.3356
C 1.7924 0.6937 1.1686
C -1.5398 -0.7218 -2.0224
C -2.2250 -1.4716 0.8568
C -0.7817 -1.0202 -0.9813
C 0.8203 1.5863 -0.9561
C -0.4580 0.0927 1.0461
C 0.4130 -1.9450 -1.0804
C 2.0703 2.3267 -1.2298
C -0.9402 0.1815 2.4196
N -1.1386 -0.8223 0.4070
H 1.8489 0.1445 2.1416
H 2.8573 1.0060 1.1301
H -2.4987 -0.1249 -1.8757
H -1.2681 -0.8368 -3.0053
H -2.5721 -1.1923 1.7636
H -2.7232 -2.0349 0.2023
H -0.1095 1.6397 -1.3795
H 0.2743 -2.8872 -0.4214
H 1.2531 -1.4844 -0.8438
H 0.6231 -2.4002 -2.1313
H 1.8935 2.7177 -2.2483
H 2.8969 1.6391 -1.2883
H 2.1744 3.0934 -0.3048
H -0.9297 -0.6963 2.9737
H -1.9844 0.6471 2.4056
H -0.4174 0.9965 2.9180


The following is a quantum chemistry calculation of an isolated ion of composition C3H10N4O and charge +2, from OMol25.

Summary:
E_LUMO (spin up / spin down), eV: -12.72 / -12.72
Charge: +2
HOMO-LUMO gap (spin up / spin down), eV: 7.38 / 7.38
E_HOMO (spin up / spin down), eV: -20.1 / -20.1

Element x y z (Å)
C -2.2190 -0.1495 0.1185
C 2.3344 -0.1309 0.3697
C 0.9440 -0.7844 0.5406
N -1.6935 1.1453 0.0369
N -1.1530 -1.0113 -0.4834
N -0.3811 1.3760 -0.2163
N 0.0783 -0.7749 -0.5915
O -3.2866 -0.4935 0.3829
H 2.5810 0.4117 1.2395
H 3.2258 -0.8196 0.4720
H 2.2578 0.4162 -0.5484
H 0.3303 -0.5577 1.3663
H 0.9376 -1.9869 0.4971
H -2.5462 1.7680 0.1195
H -1.5546 -1.6902 -1.1052
H -0.3902 2.1179 -1.0845
H 0.0723 1.9775 0.4650
H 0.4629 -0.8137 -1.5787


The following is a quantum chemistry calculation of a 2-piece molecular cluster, C9H14 overall, from OMol25.

Summary:
SMILES: Cc1ccccc1.CC
E_LUMO, eV: 1.01
Charge: 0
HOMO-LUMO gap, eV: 10.04
E_HOMO, eV: -9.0

Element x y z (Å)
C -1.1104 -0.3896 1.6620
C 0.8271 0.2520 0.2093
C 0.3635 -0.3225 1.4399
C 2.1896 0.3599 -0.0653
C 3.0746 0.1071 0.9936
C 1.2877 -0.6622 2.3792
C 2.6389 -0.4157 2.1758
H 0.0354 0.5817 -0.4588
H 2.6163 0.3678 -1.0697
H -1.5011 -1.1992 2.4670
H -1.5063 -0.7348 0.7238
H 4.1052 0.3003 0.6576
H 1.0576 -1.3223 3.2269
H 3.4208 -0.5622 2.9297
H -1.6902 0.4838 1.9628
C -1.7965 -0.3609 -2.3168
C -2.0829 1.1461 -2.5242
H -1.0200 -0.5370 -3.0350
H -1.5457 -0.5195 -1.2299
H -2.6172 -1.0768 -2.4443
H -2.8020 1.5398 -1.6010
H -2.7391 1.2467 -3.3672
H -1.2054 1.7175 -2.7154


The following is a quantum chemistry calculation of C5H7FO2 as an isolated structure, from OMol25.

Summary:
E_LUMO, eV: -0.14
Charge: 0
HOMO-LUMO gap, eV: 9.86
E_HOMO, eV: -10.0

Element x y z (Å)
C 0.3669 0.3264 1.4565
C -0.1254 -0.0758 0.0567
C 0.9839 -0.9066 -0.8904
C -0.3677 1.1777 -0.8768
C -1.4945 -0.5952 -0.0600
H 1.0889 1.3496 1.6172
H 1.0689 -0.6858 1.9912
H -0.8235 0.6989 2.1967
H 0.9582 -0.5966 -2.0632
H 0.9950 -1.9227 -0.4723
H 0.1707 1.0309 -1.9601
H -2.1754 -0.0157 0.7558
O -0.9733 2.1351 -0.7253
O -1.9200 -1.6674 -0.5153
F 2.2472 -0.2528 -0.5109


The following is a quantum chemistry calculation of C26H68Cl2CrF6N12O9P3S2 as an isolated structure, from OMol25.

Summary:
E_LUMO (spin up / spin down), eV: -1.06 / -0.16
Charge: 0
⟨S²⟩: 3.787
HOMO-LUMO gap (spin up / spin down), eV: 7.23 / 8.13
Multiplicity: 4
E_HOMO (spin up / spin down), eV: -8.3 / -8.3

Element x y z (Å)
Cr -0.7094 -2.9172 1.0765
Cl -0.6007 -0.6134 -0.0229
Cl -1.0124 -4.9095 2.3351
C 1.8819 -1.7002 -2.3734
F 2.7101 -2.0612 -3.3493
F 2.2752 -0.5104 -1.9661
F 0.6212 -1.6962 -2.7554
S 2.1040 -3.0812 -0.9836
O 2.7830 -4.1461 -1.7239
O 2.8778 -2.5108 -0.0041
N 0.4802 -3.5779 -0.3149
S 0.1313 -4.7209 -1.4232
O -1.3040 -4.9010 -1.2622
O 0.4878 -4.5149 -2.8414
C 0.8929 -6.4593 -0.8450
F -0.0953 -7.2945 -0.8036
F 1.7977 -6.9812 -1.7330
F 1.5721 -6.3464 0.2980
C 1.7943 -2.5759 3.0947
O 0.9204 -2.3245 2.2727
N 2.9693 -1.8908 3.1085
C 4.1359 -2.3579 3.8446
C 3.3248 -0.7591 2.2553
H 1.7915 -3.3996 3.8253
H 4.5407 -1.6130 4.5296
H 5.0144 -2.5390 3.2254
H 3.9762 -3.2703 4.4193
H 4.0349 -1.1695 1.5373
H 2.5043 -0.3719 1.6511
H 3.7983 0.0216 2.8506
C -3.6952 -2.9149 -0.2630
O -2.6681 -3.1535 0.3500
N -4.7967 -3.6725 -0.3220
C -6.0743 -3.2130 -0.9069
C -4.8844 -5.0393 0.3579
H -3.8410 -1.9839 -0.8323
H -6.6899 -3.9567 -1.4130
H -5.9751 -2.4373 -1.6662
H -6.6649 -2.7901 -0.0941
H -3.9524 -5.2757 0.8713
H -5.6968 -5.0667 1.0842
H -5.0537 -5.8924 -0.2992
O 5.6269 4.8887 0.7835
P 5.0908 3.6378 0.1200
N 5.6648 2.1755 0.5485
C 5.3581 0.8625 -0.1334
C 6.7255 2.1526 1.6643
N 5.1851 3.6807 -1.5620
C 4.3985 4.8024 -2.1398
C 6.4589 3.6136 -2.1876
N 3.4371 3.3324 0.3619
C 2.6813 2.2835 -0.4126
C 3.0747 3.4929 1.7828
H 4.7964 0.1833 0.5078
H 6.3178 0.4099 -0.3831
H 4.7733 1.0455 -1.0348
H 6.1783 2.5338 2.5266
H 7.6125 2.7802 1.5776
H 6.9286 1.1812 2.1150
H 3.5650 5.0773 -1.4935
H 4.9152 5.7371 -2.3575
H 3.9345 4.4468 -3.0598
H 7.1119 4.4108 -1.8324
H 6.9440 2.7057 -1.8289
H 6.2564 3.7308 -3.2522
H 2.7124 1.2415 -0.0944
H 1.6147 2.4056 -0.6015
H 3.1528 2.2526 -1.3949
H 3.7972 4.0284 2.3986
H 3.1003 2.5059 2.2446
H 2.0759 3.9294 1.7787
O -3.7321 1.4166 -4.8916
P -2.5348 2.3016 -4.7658
N -2.6813 3.8238 -5.6295
C -3.6469 4.0185 -6.6999
C -1.5308 4.7893 -5.6771
N -1.0767 1.6807 -5.4422
C -0.4644 0.5010 -4.8764
C -0.8567 1.5157 -6.9214
N -2.2495 2.7530 -3.1569
C -3.0315 2.2014 -1.9614
C -0.8531 3.0916 -2.7503
H -4.4749 4.5897 -6.2798
H -4.0643 3.0629 -7.0170
H -3.1914 4.6205 -7.4862
H -0.6921 4.3950 -5.1033
H -1.8913 5.7461 -5.2993
H -1.1512 4.9213 -6.6903
H -0.6023 -0.4719 -5.3482
H 0.6155 0.6244 -4.7947
H -0.8886 0.4554 -3.8733
H -1.1931 0.5394 -7.2705
H -1.4828 2.2752 -7.3897
H 0.1775 1.6896 -7.2186
H -3.2483 3.0794 -1.3529
H -3.9402 1.7296 -2.3353
H -2.4736 1.5442 -1.2943
H -0.5237 2.4883 -1.9043
H -0.8334 4.1404 -2.4541
H -0.0675 3.0907 -3.5059
O -1.8448 -1.8644 2.6300
P -2.5052 -1.1253 3.7796
N -2.9133 0.4301 3.4615
C -1.8297 1.4081 3.2982
C -4.1204 0.7113 2.7006
N -1.4947 -1.1208 5.1685
C -1.7096 -0.3367 6.3620
C -0.6709 -2.3136 5.4438
N -4.0303 -1.7889 4.2189
C -4.1910 -3.2531 4.1925
C -4.8990 -1.2601 5.3240
H -0.8465 1.1262 3.6751
H -2.2368 2.3625 3.6319
H -1.5749 1.5119 2.2435
H -4.0970 0.1842 1.7468
H -4.1954 1.7577 2.4049
H -4.9833 0.5519 3.3472
H -1.3393 0.6636 6.1377
H -2.7311 -0.2998 6.7404
H -1.2261 -0.7424 7.2507
H -0.6822 -2.5544 6.5068
H -0.8708 -3.1355 4.7562
H 0.3876 -2.0802 5.3291
H -4.0734 -3.6239 5.2107
H -5.0527 -3.6842 3.6828
H -3.3795 -3.7462 3.6573
H -4.7669 -0.2134 5.5980
H -4.7509 -1.8185 6.2483
H -5.9826 -1.2999 5.2131


Total energy list, top to bottom, in eV: -75190.2689 -14107.6456 -9202.8620 -12106.6176 -11256.7171 -9558.5762 -12105.6759 -183684.1378
Energy relative to the best compared isomer or geometry (same formula, charge and spin) list, top to bottom, in kcal per mole: 24.3 15.9 89.4 153.8 133.8 37.0 99.2 0.0
Strongest force on any atom list, top to bottom, in eV Å⁻¹: 3.02 2.63 2.98 5.57 6.15 4.52 6.14 5.67